No. 1
Computed, not measured: a cluster of 2 separate species, C15H31BFO11P2S2 in total in a non-equilibrium geometry, with ωB97M-V/def2-TZVPD.

ORCA input file:
```
! RIJCOSX wB97M-V def2-TZVPD def2/J DEFGRID3
* xyz -1 1
C 0.861 -4.633 -4.077
C -0.602 -3.881 -3.786
P -0.418 -1.940 -3.789
C 1.485 -1.739 -3.493
B -1.456 -1.279 -2.335
C -2.708 -2.303 -1.987
O -0.416 -1.009 -1.307
C -0.727 0.189 -0.437
C 0.803 0.800 -0.123
C 0.953 1.590 1.292
O 1.714 2.861 1.038
P -1.151 -0.672 1.165
C -0.594 -2.536 1.191
C -2.890 -0.658 1.808
C -1.718 1.075 -1.386
C -3.064 1.804 -0.847
C -3.014 3.450 -0.731
C -2.008 3.982 0.491
O -2.183 3.532 1.753
O -0.941 5.007 0.299
S -0.926 2.206 -2.723
O -2.035 2.592 -3.743
O -0.139 3.395 -2.134
F 0.241 1.325 -3.686
O -2.153 0.019 -2.373
H 1.580 -4.568 -3.145
H 1.350 -4.260 -5.070
H 0.614 -5.790 -4.221
H -0.939 -4.299 -2.730
H -1.336 -4.242 -4.655
H 1.819 -0.640 -3.282
H 1.851 -2.416 -2.612
H 2.038 -2.125 -4.468
H -2.389 -3.287 -1.431
H -3.173 -2.672 -3.023
H -3.566 -1.696 -1.452
H 1.507 -0.164 -0.155
H 1.203 1.504 -0.957
H 1.693 0.949 1.962
H -0.038 1.876 1.838
H 2.004 3.128 1.979
H -0.952 -2.937 2.255
H -1.249 -3.128 0.413
H 0.557 -2.662 1.022
H -3.777 -0.584 1.011
H -3.070 -1.654 2.435
H -3.075 0.234 2.575
H -3.420 1.486 0.245
H -4.004 1.517 -1.528
H -2.868 4.015 -1.738
H -4.106 3.754 -0.348
H -1.109 5.507 -0.553
C 4.013 2.036 4.987
C 4.365 1.112 6.150
O 3.966 -0.189 5.728
S 4.147 -0.300 4.110
O 5.413 -0.945 3.841
O 2.898 -0.750 3.541
O 4.312 1.293 3.807
H 2.944 2.270 4.980
H 4.588 2.965 5.009
H 3.854 1.392 7.074
H 5.446 1.093 6.325
*
```

Output
Highest occupied orbital energy, hartree: -0.13309
ΔE to the lowest compared entry with this formula, charge and spin, kcal per mole: 201.0
Calculated total energy, Eh: -3021.33532
LUMO, eV: 1.96
Maximum force, eV Å⁻¹: 8.7
Frontier orbital gap, eV: 5.59

Atomic partial charges in e from the Mulliken method, atoms 1 to 5:
1 C -1.02
2 C -0.35
3 P -0.36
4 C -0.77
5 B 0.39


No. 2
Computed, not measured: a structure of composition C15H31BrOsP2 in a non-equilibrium geometry, with ωB97M-V/def2-TZVPD.

ORCA input file:
```
! RIJCOSX wB97M-V def2-TZVPD def2/J DEFGRID3
* xyz 2 5
P 1.125 1.027 -0.894
P -1.744 1.611 0.771
C -0.609 0.936 -1.734
C -1.627 1.884 -1.077
H -0.837 -0.145 -1.640
H -0.461 1.133 -2.802
H -1.367 2.944 -1.250
H -2.611 1.657 -1.492
C -2.577 -0.038 0.665
H -2.705 -0.467 1.670
H -2.076 -0.787 0.045
H -3.562 0.081 0.203
C -3.093 2.442 1.672
H -4.068 2.352 1.151
H -2.795 3.495 1.796
H -3.162 1.957 2.669
C 1.962 0.410 -2.521
H 3.066 0.415 -2.527
H 1.590 1.065 -3.337
H 1.653 -0.618 -2.748
C 1.570 2.773 -1.161
H 0.929 3.344 -0.483
H 1.373 2.982 -2.217
H 2.619 2.946 -0.903
Os 0.302 1.628 1.240
C -1.025 -3.110 1.145
C -0.944 -3.339 -0.187
C 0.176 -3.935 -0.975
C 1.610 -3.725 -0.440
C 2.377 -2.490 -1.019
C 3.367 -1.791 -0.508
C -0.350 -0.505 1.336
C -0.194 -1.934 1.815
C 1.112 3.406 1.860
H -1.845 -3.454 1.794
H -1.829 -3.108 -0.834
H 0.079 -3.583 -2.010
H 0.052 -5.028 -1.003
H 1.657 -3.728 0.654
H 2.183 -4.613 -0.782
H 2.318 -2.475 -2.138
H 3.195 -1.104 0.368
H -0.202 -0.644 0.229
H -0.688 2.327 2.331
H 0.864 -2.121 1.549
H -0.317 -1.995 2.896
H 1.075 3.488 2.955
H 0.457 4.139 1.357
H 2.113 3.529 1.451
Br 1.865 0.766 3.062
*
```

Output
Highest occupied orbital energy (spin up / spin down), hartree: -0.51357 / -0.53047
ΔE to the lowest compared entry with this formula, charge and spin, kcal per mole: 224.9
Calculated total energy, Eh: -3936.44140
LUMO (spin up / spin down), eV: -8.13 / -10.31
Maximum force, eV Å⁻¹: 8.7
<S²>: 6.03
Frontier orbital gap (spin up / spin down), eV: 5.84 / 4.13

Atomic partial charges in e from the Mulliken method, atoms 1 to 5:
1 P 0.43
2 P 0.63
3 C -0.80
4 C -1.19
5 H 0.29


No. 3
Computed, not measured: a structure of composition C15H31NO2P2Ru in a non-equilibrium geometry, with ωB97M-V/def2-TZVPD.

ORCA input file:
```
! RIJCOSX wB97M-V def2-TZVPD def2/J DEFGRID3
* xyz 2 5
P 0.233 2.285 -1.175
P 1.836 0.184 1.739
C 0.023 0.547 -0.619
C 0.273 0.034 0.800
H 0.468 -0.138 -1.346
H -1.062 0.546 -0.755
H -0.585 0.183 1.457
H 0.408 -1.046 0.729
C 2.988 -1.036 1.119
H 3.958 -0.793 1.571
H 3.084 -0.965 0.027
H 2.652 -2.039 1.403
C 1.503 0.175 3.498
H 1.045 -0.785 3.774
H 0.826 0.997 3.784
H 2.459 0.323 4.023
C 0.461 2.234 -2.955
H 0.693 3.250 -3.302
H -0.432 1.863 -3.484
H 1.314 1.586 -3.222
C -1.258 3.150 -0.685
H -1.209 3.330 0.396
H -2.181 2.606 -0.927
H -1.263 4.123 -1.190
Ru 1.643 1.975 0.435
C -1.327 -2.276 1.074
C -0.349 -2.927 0.413
C -0.551 -3.658 -0.877
C -1.492 -2.915 -1.844
C -1.575 -1.424 -1.723
C -2.592 -0.782 -1.109
C -3.497 -1.413 -0.092
C -2.791 -2.453 0.800
C 2.060 3.869 -0.500
H -1.119 -1.758 2.004
H 0.625 -3.111 0.876
H -1.007 -4.655 -0.716
H 0.441 -3.833 -1.339
H -1.132 -3.141 -2.865
H -2.514 -3.332 -1.775
H -0.871 -0.904 -2.349
H -2.943 0.201 -1.434
H -4.345 -1.942 -0.574
H -3.938 -0.604 0.525
H -3.305 -2.405 1.775
H -2.969 -3.468 0.406
H 2.273 4.578 0.324
H 1.390 4.379 -1.233
H 3.008 3.712 -1.034
O 3.640 3.661 1.974
N 3.230 2.495 1.788
O 3.774 1.518 2.410
*
```

Output
Highest occupied orbital energy (spin up / spin down), hartree: -0.50030 / -0.54475
ΔE to the lowest compared entry with this formula, charge and spin, kcal per mole: 21.7
Calculated total energy, Eh: -1571.97534
LUMO (spin up / spin down), eV: -6.59 / -10.19
Maximum force, eV Å⁻¹: 6.1
<S²>: 6.02
Frontier orbital gap (spin up / spin down), eV: 7.02 / 4.63

Atomic partial charges in e from the Mulliken method, atoms 1 to 5:
1 P 0.74
2 P 0.83
3 C 0.31
4 C 0.54
5 H 0.69


No. 4
Computed, not measured: the molecule C15H31NO4S in a non-equilibrium geometry, with ωB97M-V/def2-TZVPD.

ORCA input file:
```
! RIJCOSX wB97M-V def2-TZVPD def2/J DEFGRID3
* xyz 0 1
C -1.126 4.136 -0.238
C -1.745 2.774 0.124
C -1.071 1.647 -0.657
C -1.015 0.276 0.043
C 0.056 -0.592 -0.653
C -0.209 -0.910 -2.136
C 0.769 -0.187 -3.084
C 2.066 -0.972 -3.332
N 2.166 -1.352 -4.754
C -2.399 -0.349 -0.042
C -2.605 -1.615 0.779
O -3.351 -1.286 1.979
S -2.338 -0.706 3.132
O -3.231 -0.214 4.120
O -1.739 0.643 2.404
C -0.612 0.342 1.534
C 0.529 1.284 1.880
C 1.901 0.619 1.931
O 1.858 -0.590 2.655
C 2.511 -1.702 2.070
C 1.705 -2.962 2.312
H -1.292 4.854 0.555
H -0.048 4.030 -0.316
H -1.493 4.516 -1.185
H -1.641 2.666 1.195
H -2.803 2.839 -0.103
H -1.644 1.502 -1.570
H -0.072 1.928 -0.975
H 0.241 -1.491 -0.075
H 0.970 -0.009 -0.615
H -1.209 -0.642 -2.443
H -0.033 -1.968 -2.280
H 0.257 -0.065 -4.034
H 1.022 0.783 -2.680
H 2.118 -1.852 -2.700
H 2.901 -0.331 -3.041
H 1.965 -0.514 -5.291
H 3.133 -1.580 -4.967
H -2.690 -0.548 -1.068
H -3.119 0.365 0.337
H -3.207 -2.335 0.245
H -1.678 -2.117 1.056
H -0.284 -0.654 1.820
H 0.321 1.665 2.875
H 0.602 2.153 1.234
H 2.575 1.309 2.439
H 2.294 0.503 0.923
H 3.490 -1.828 2.536
H 2.647 -1.592 0.996
H 1.218 -2.943 3.278
H 2.362 -3.823 2.266
H 0.976 -3.106 1.523
*
```

Output
Highest occupied orbital energy, hartree: -0.35434
Calculated total energy, Eh: -1343.98508
LUMO, eV: 0.64
Maximum force, eV Å⁻¹: 1.2
Frontier orbital gap, eV: 10.29

Atomic partial charges in e from the Mulliken method, atoms 1 to 5:
1 C -1.53
2 C -0.36
3 C -2.15
4 C 3.75
5 C -0.59